Record 1
Below is a 7-piece molecular cluster, C43H59F17N10O2 overall in a non-equilibrium geometry, with properties calculated with ωB97M-V/def2-TZVPD.

Computed properties:
E_tot ... -110738.4523 eV
HOMO energy ... -8.57 eV
Spin multiplicity ... 1
HOMO-LUMO gap ... 8.899 eV
SMILES ... N#C[C@@](CCCCN)(CCC(=O)O)[C@@](N)(C#N)C(F)(F)C(F)(F)C(F)(F)C(F)(F)C(F)(F)C(F)(F)C(F)(F)C(F)(F)F.CCCC#N.CCCC#N.CCCC#N.CCCC#N.CCCC#N.CCCC#N

The geometry in XYZ format:
```
131
Properties=species:S:1:pos:R:3:forces:R:3
N -1.66427 -0.35533 5.12901 -2.165 0.135 2.215
C -0.98895 -0.58234 4.25638 3.676 0.623 -2.426
C 0.14064 -0.56730 3.22542 -1.506 -0.770 -0.281
C 0.27133 -2.07598 2.80124 -0.460 -0.541 0.522
C -1.12381 -2.69465 2.38854 0.743 -0.825 -0.330
C -0.96756 -3.71196 1.18216 -0.733 -0.166 0.855
C -1.85702 -3.34294 -0.05322 1.468 0.944 -0.380
N -1.03625 -3.14515 -1.29146 -0.130 -0.043 0.257
C -0.40525 0.23825 1.99589 -0.317 -0.145 -0.587
C 0.05661 -0.28698 0.60906 -0.343 0.329 -1.101
C -0.59324 0.63274 -0.44448 -0.548 -1.579 0.671
O -0.12459 1.64287 -0.84722 0.816 1.682 -0.339
O -1.80838 0.20917 -0.87535 0.075 -0.007 0.874
C 1.47008 0.00237 3.83686 0.548 -1.274 -0.228
N 1.96960 -0.98268 4.78748 0.207 -0.157 -0.549
C 2.48622 -0.01484 2.70842 -3.645 0.698 3.955
N 3.21802 -0.02625 1.86571 2.829 -0.140 -3.148
C 1.31987 1.38735 4.57521 -0.256 -0.507 0.838
F 1.09049 1.08266 5.88286 0.222 -0.115 -0.044
F 0.22359 2.09438 4.24526 0.353 0.326 -0.827
C 2.58682 2.31118 4.63614 -0.303 0.400 0.520
F 3.69496 1.61887 4.95375 -0.177 -0.670 -0.265
F 2.37626 3.10134 5.70648 -0.174 0.690 -0.394
C 2.90830 3.13840 3.34021 1.844 -0.512 -0.555
F 1.98928 2.96859 2.38872 -0.804 0.462 0.311
F 4.04117 2.60975 2.80788 0.255 0.069 0.191
C 3.25587 4.63420 3.56705 -1.809 0.376 0.269
F 4.11286 4.83813 4.56892 0.597 -0.470 -0.087
F 2.09108 5.20147 3.97153 -0.159 -0.029 -0.232
C 3.74941 5.42935 2.30926 0.174 1.450 0.072
F 3.47283 4.88236 1.13133 0.027 -0.860 0.088
F 3.05065 6.60302 2.31343 0.534 -0.149 0.297
C 5.28154 5.84609 2.28684 0.039 0.305 -0.726
F 5.42224 6.52375 1.12148 -0.147 -0.213 -0.333
F 5.63178 6.75018 3.22385 -0.511 -0.868 0.446
C 6.31702 4.69582 2.20476 1.384 -0.179 -0.214
F 6.42921 3.97998 3.32904 -0.444 0.431 0.638
F 6.03333 3.81879 1.23206 -0.635 0.284 -0.345
C 7.78562 5.18537 1.86889 0.021 -1.714 0.550
F 8.22900 6.09531 2.70665 -0.116 0.968 -0.024
F 7.93500 5.51066 0.60854 -0.209 0.936 -0.438
F 8.55775 4.10467 2.05617 0.111 -0.339 0.075
H 0.59291 -2.70332 3.65264 0.135 0.633 -0.310
H 1.04403 -2.22279 2.02797 -0.413 0.339 0.190
H -1.88730 -1.93145 2.16925 0.319 -0.293 0.038
H -1.48452 -3.30160 3.24019 0.010 0.646 -0.227
H -1.29139 -4.72614 1.55006 0.784 1.479 -0.425
H 0.11357 -3.76803 0.94618 -0.582 0.015 -0.296
H -2.29505 -2.34276 0.14530 -0.300 -0.747 -0.067
H -2.63287 -4.08188 -0.28276 0.211 0.243 0.448
H -0.89463 -2.15352 -1.46401 -0.098 -0.242 -0.123
H -0.10592 -3.53560 -1.17126 -0.161 -0.005 -0.133
H -1.50704 0.13316 2.01857 0.531 0.147 -0.019
H -0.21172 1.32370 2.02261 0.148 -0.487 0.350
H -0.28283 -1.30431 0.35981 0.126 0.338 0.513
H 1.13990 -0.23614 0.42475 -0.391 0.072 0.314
H -2.27601 0.98015 -1.24998 0.322 -0.554 -0.410
H 1.23620 -1.36386 5.37245 0.180 0.324 0.180
H 2.77618 -0.66044 5.30733 -0.232 -0.081 0.092
C -0.61257 -8.39163 -0.70889 0.029 0.012 -0.014
C -0.92996 -8.89997 0.69328 0.238 -0.040 -0.227
C -2.35002 -8.54834 1.14587 0.258 0.330 -0.038
C -2.52801 -7.08194 1.16985 -0.120 -1.521 0.071
N -2.66115 -5.94923 1.19096 -0.834 0.133 0.053
H -0.65752 -7.30151 -0.76131 -0.053 -0.022 0.009
H 0.39531 -8.68904 -1.00156 -0.043 -0.015 -0.015
H -1.31317 -8.80034 -1.44082 0.022 0.010 0.016
H -0.20465 -8.48226 1.39636 -0.087 -0.034 0.059
H -0.81048 -9.98494 0.71522 -0.110 0.023 0.078
H -2.53569 -8.94317 2.14556 -0.095 0.087 -0.010
H -3.08555 -8.98483 0.46741 -0.004 0.030 0.013
C -4.71812 4.80638 -3.11169 -0.016 0.014 -0.011
C -5.11571 4.16726 -1.78540 -0.105 0.232 -0.234
C -4.06928 3.17753 -1.26459 -0.211 -0.153 -0.275
C -3.88138 2.07434 -2.23276 -0.203 1.253 1.092
N -3.74190 1.22931 -2.98540 0.154 -0.791 -0.756
H -4.62361 4.06131 -3.90408 0.042 -0.008 0.045
H -5.47569 5.52361 -3.42956 0.046 0.005 0.018
H -3.76630 5.33554 -3.02238 -0.022 -0.012 -0.027
H -6.07468 3.65858 -1.90812 0.052 -0.041 0.101
H -5.26195 4.95182 -1.04013 0.040 -0.109 0.076
H -4.38927 2.75680 -0.30997 0.073 -0.078 -0.032
H -3.11136 3.67877 -1.10941 0.031 -0.070 -0.045
C 4.40539 10.35474 1.78876 0.034 0.004 -0.005
C 4.02326 9.85279 3.17668 0.230 -0.008 -0.197
C 2.59805 10.23781 3.58379 0.256 0.344 0.002
C 2.44997 11.70842 3.60886 -0.104 -1.557 0.050
N 2.33912 12.84187 3.63030 -0.056 1.125 0.002
H 4.38922 11.44497 1.73768 -0.065 -0.025 0.009
H 5.41628 10.03290 1.53378 -0.045 -0.025 -0.018
H 3.72348 9.96470 1.02915 0.027 0.020 0.003
H 4.73174 10.25202 3.90670 -0.083 -0.044 0.052
H 4.11670 8.76648 3.19690 -0.097 0.047 0.116
H 2.37059 9.84507 4.57567 -0.082 0.071 -0.016
H 1.87377 9.82151 2.88121 -0.020 0.061 0.012
C -0.61796 -2.63792 -5.63552 -0.072 -0.039 -0.025
C 0.52832 -3.54626 -6.06679 -0.212 0.244 -0.114
C 0.98262 -4.49998 -4.95653 0.116 0.390 0.018
C 1.45915 -3.73212 -3.78957 -0.474 -1.044 -1.096
N 1.82549 -3.14013 -2.88865 0.400 0.665 0.979
H -0.32445 -1.98402 -4.81325 -0.003 -0.053 -0.023
H -0.92680 -1.99814 -6.46266 0.030 -0.002 0.044
H -1.48357 -3.22392 -5.31640 0.027 0.008 0.029
H 1.36974 -2.92823 -6.38914 0.022 -0.079 0.030
H 0.21260 -4.13496 -6.93149 0.090 -0.086 0.054
H 1.79311 -5.13728 -5.31342 0.020 -0.004 0.117
H 0.15876 -5.14381 -4.64323 0.021 0.048 0.093
C -6.02182 -8.83863 -2.41025 -0.016 0.008 -0.026
C -6.63903 -10.22332 -2.57686 0.037 0.286 -0.137
C -6.46920 -11.10492 -1.33561 0.354 0.013 -0.232
C -5.03472 -11.30892 -1.04466 -1.557 0.073 -0.083
N -3.92773 -11.46017 -0.82175 1.139 -0.059 0.209
H -4.94224 -8.89612 -2.25783 -0.030 -0.026 0.040
H -6.19130 -8.23699 -3.30388 -0.013 0.008 0.050
H -6.46137 -8.31277 -1.55936 0.031 0.008 -0.026
H -6.18560 -10.71371 -3.44148 -0.056 -0.082 0.064
H -7.70446 -10.11588 -2.79126 0.009 -0.113 0.055
H -6.93669 -12.07717 -1.49618 0.069 -0.022 0.093
H -6.94305 -10.64113 -0.46871 0.070 -0.025 0.027
C -0.34412 4.01224 -5.96215 -0.059 0.052 0.000
C -0.69497 3.36951 -4.62432 -0.097 0.183 -0.222
C 0.39638 2.42650 -4.10915 -0.277 -0.230 -0.339
C 0.61021 1.32334 -5.07059 -0.017 1.037 1.157
N 0.77289 0.47227 -5.81082 0.130 -0.785 -0.769
H -0.23201 3.26407 -6.74887 0.049 -0.013 0.054
H -1.13497 4.69621 -6.27491 0.047 0.013 0.007
H 0.58702 4.57980 -5.89250 -0.020 -0.017 -0.030
H -1.63519 2.82160 -4.72846 0.053 -0.045 0.108
H -0.86123 4.15595 -3.88355 0.043 -0.091 0.079
H 0.10324 2.00632 -3.14670 0.122 -0.056 -0.022
H 1.33541 2.96552 -3.97130 0.025 -0.078 -0.031
```
Forces are in eV/Å.


Record 2
Below is C11H10Cl2O in the gas phase in a non-equilibrium geometry, with properties calculated with ωB97M-V/def2-TZVPD.

Computed properties:
E_tot ... -38657.5066 eV
HOMO energy ... -8.13 eV
Spin multiplicity ... 1
HOMO-LUMO gap ... 8.107 eV
SMILES ... CC1=C2C=CC=C[C@@H]2OC(=C(Cl)Cl)C1

The geometry in XYZ format:
```
24
Properties=species:S:1:pos:R:3:forces:R:3
C -2.13722 -0.30539 -0.18323 -0.737 1.231 0.685
C -0.74067 -0.67971 0.02505 -0.363 -4.733 -1.038
C 0.30192 0.07812 -0.05242 0.808 2.427 -0.046
C 0.18031 1.53582 -0.27230 0.468 0.417 0.710
C 1.21961 2.33709 0.05689 -2.115 -2.297 -0.997
C 2.46881 1.75018 0.31840 2.712 -1.290 1.316
C 2.76698 0.42793 0.32480 -2.285 -0.843 0.041
C 1.58232 -0.58626 0.37960 1.315 1.843 -2.756
O 1.88123 -1.79761 -0.39045 0.950 0.794 0.550
C 1.02052 -2.81528 -0.29520 -1.285 -1.340 -0.455
C 1.51017 -4.13342 -0.53210 -1.221 4.209 0.672
Cl 0.46651 -5.42701 -0.98658 0.400 0.127 0.342
Cl 3.25370 -4.27919 -0.56573 -0.780 -0.493 -0.273
C -0.45140 -2.24900 0.06605 0.524 0.483 1.554
H -2.97873 -0.99077 0.11111 1.063 0.889 0.899
H -2.29445 -0.34786 -1.21140 -0.201 0.180 -2.301
H -2.15493 0.79646 0.05775 -1.121 -1.379 0.247
H -0.75773 1.98326 -0.63529 0.570 -0.433 0.140
H 1.18261 3.35532 -0.10655 -0.193 2.039 -0.080
H 3.22656 2.45361 0.64768 0.476 -0.099 -0.631
H 3.71598 -0.07463 0.33499 0.555 0.500 0.372
H 1.37197 -0.85385 1.36039 0.336 -0.849 2.084
H -1.27981 -2.65597 -0.50114 0.145 -0.750 0.068
H -0.59817 -2.41839 1.17658 -0.020 -0.632 -1.102
```
Forces are in eV/Å.